Entry 1:
The following is a quantum chemistry calculation of a single C2H3Cl2N molecule in a non-equilibrium geometry, from the OMol25 dataset.

The geometry in XYZ format:
```
8
C2H3Cl2N (ωB97M-V/def2-TZVPD)
H -1.91 0.35 -0.88
N -1.10 0.74 -1.23
C -0.01 0.36 -0.70
C 0.48 -0.44 0.59
Cl 1.28 0.66 1.71
Cl -0.81 -1.30 1.62
H 0.82 0.89 -1.31
H 1.25 -1.26 0.19
```

**Gap between HOMO and LUMO**: 11.05 eV
**Total charge**: 0
**Relative energy (zero: lowest compared OMol25 entry of this formula, charge and spin)**: 18.04 kcal per mole
**HOMO level**: -10.4 eV

Partial atomic charges computed with the natural (NBO) method, in multiples of e: 0.339 -0.566 0.097 -0.290 0.027 -0.052 0.190 0.255

***

Entry 2:
The following is a quantum chemistry calculation of a molecular structure, C3H6N2O2 in a non-equilibrium geometry, from the OMol25 dataset.

The geometry in XYZ format:
```
13
C3H6N2O2 (ωB97M-V/def2-TZVPD)
C 0.97 0.43 0.18
C 0.12 1.48 0.67
C -1.20 0.01 -0.29
H -0.62 -1.63 -1.45
H 0.71 -2.76 0.00
H 1.22 0.38 -0.90
H 2.07 0.03 0.62
H 0.23 2.66 0.77
H -0.43 0.96 1.67
N 0.24 -1.72 -0.70
N -0.21 -0.63 0.47
O -1.08 1.37 -0.16
O -2.03 -0.57 -0.89
```

**Gap between HOMO and LUMO**: 10.09 eV
**Total charge**: 0
**Relative energy (zero: lowest compared OMol25 entry of this formula, charge and spin)**: 163.66 kcal per mole
**HOMO level**: -9.4 eV

Partial atomic charges computed with the natural (NBO) method, in multiples of e: -0.289 -0.144 0.844 0.428 0.409 0.236 0.247 0.240 0.208 -0.793 -0.318 -0.492 -0.577

***

Entry 3:
The following is a quantum chemistry calculation of a molecular structure, C37H32CrFN6O5 in a non-equilibrium geometry, from the OMol25 dataset.

The geometry in XYZ format:
```
82
C37H32CrFN6O5 (ωB97M-V/def2-TZVPD)
Cr -9.46 -14.03 6.93
C -7.74 -10.26 6.45
C -8.62 -11.38 6.14
O -8.94 -12.17 7.11
C -9.12 -11.47 4.89
C -10.26 -12.32 4.63
C -11.15 -11.90 3.53
N -10.53 -13.31 5.45
N -11.79 -13.87 5.40
C -12.09 -14.16 6.64
O -11.29 -14.08 7.68
C -13.44 -14.64 6.93
C -13.69 -15.63 7.87
C -15.01 -15.97 8.13
C -16.02 -15.37 7.39
C -15.77 -14.37 6.45
C -14.44 -13.97 6.24
H -6.74 -10.49 6.86
H -8.12 -9.60 7.17
H -7.51 -9.69 5.55
H -8.88 -10.80 4.00
H -12.05 -11.42 4.06
H -11.48 -12.90 3.09
H -10.56 -11.29 2.87
H -12.85 -16.11 8.42
H -15.24 -16.71 8.86
H -17.02 -15.79 7.58
H -16.62 -14.01 5.90
H -14.24 -13.16 5.57
C -12.82 -21.17 3.87
C -13.54 -19.89 4.30
C -14.78 -19.62 3.58
C -14.60 -19.42 2.11
C -13.50 -18.37 1.90
C -13.51 -17.70 0.72
C -12.47 -16.81 0.51
F -12.48 -16.18 -0.69
C -11.47 -16.47 1.42
C -11.55 -17.10 2.64
C -10.70 -16.58 3.77
O -9.81 -15.79 3.52
C -10.98 -17.24 5.10
C -11.92 -18.26 5.17
N -12.61 -18.72 4.13
C -12.56 -18.06 2.90
C -10.47 -16.76 6.42
O -10.88 -17.29 7.48
O -9.60 -15.81 6.37
H -13.47 -22.02 4.15
H -11.89 -21.26 4.41
H -12.70 -21.20 2.80
H -13.73 -19.94 5.39
H -15.31 -18.75 4.00
H -15.52 -20.38 3.72
H -15.53 -19.08 1.63
H -14.38 -20.40 1.63
H -14.25 -17.96 -0.01
H -10.79 -15.68 1.24
H -12.02 -18.73 6.14
C -9.13 -15.28 12.52
C -7.83 -15.49 12.11
C -7.46 -15.23 10.84
C -8.40 -14.77 9.91
C -9.75 -14.68 10.33
C -10.10 -14.91 11.65
N -8.11 -14.47 8.55
N -6.86 -14.28 8.33
C -6.51 -13.99 7.01
C -5.21 -13.59 6.74
C -4.83 -13.70 5.38
C -5.76 -14.02 4.45
C -7.07 -14.29 4.87
N -7.46 -14.27 6.13
H -9.38 -15.51 13.57
H -7.13 -15.76 12.81
H -6.39 -15.45 10.70
H -10.50 -14.38 9.59
H -11.10 -14.77 12.02
H -4.44 -13.28 7.50
H -3.76 -13.59 5.04
H -5.54 -14.09 3.39
H -7.80 -14.55 4.08
```

**Spin multiplicity**: 4
**<S²>**: 3.7757
**Gap between HOMO and LUMO (spin up / spin down)**: 5.83 / 6.00 eV
**Total charge**: 0
**Relative energy (zero: lowest compared OMol25 entry of this formula, charge and spin)**: 8.48 kcal per mole
**HOMO level (spin up / spin down)**: -7.2 / -7.5 eV

Partial atomic charges computed with the Löwdin method, in multiples of e: 0.917 -0.022 -0.478 -0.143 -0.030 -0.318 -0.020 -0.060 0.128 -0.437 -0.124 -0.160 -0.011 -0.085 -0.107 -0.073 -0.019 0.091 0.069 0.083 0.133 0.122 0.103 0.063 0.123 0.091 0.102 0.095 0.104 -0.018 -0.311 -0.190 -0.133 -0.128 0.036 -0.241 0.050 0.072 -0.048 -0.286 0.037 -0.002 0.024 0.010 -0.065 -0.548 0.012 -0.143 0.096 0.079 0.077 0.157 0.140 0.120 0.129 0.124 0.126 0.120 0.139 -0.082 -0.091 -0.026 -0.189 0.025 -0.069 0.049 0.146 -0.318 0.028 -0.057 -0.039 -0.062 0.073 0.115 0.082 0.120 0.100 0.114 0.139 0.129 0.112 0.126

***

Q: Among the records above, which one has the highest relative energy (zero: lowest compared OMol25 entry of this formula, charge and spin)?
A: C3H6N2O2

***

Q: Which of these has the highest relative energy (zero: lowest compared OMol25 entry of this formula, charge and spin)?
A: C3H6N2O2